1.
{
  "formula": "C39H78O17",
  "method": "ωB97M-V/def2-TZVPD",
  "symbols": ["C", "O", "C", "O", "O", "C", "H", "H", "H", "H", "H", "H", "C", "O", "C", "O", "O", "C", "H", "H", "H", "H", "H", "H", "C", "C", "O", "C", "H", "H", "H", "H", "H", "H", "C", "C", "O", "C", "H", "H", "H", "H", "H", "H", "C", "C", "O", "C", "H", "H", "H", "H", "H", "H", "C", "C", "O", "C", "H", "H", "H", "H", "H", "H", "C", "C", "O", "C", "H", "H", "H", "H", "H", "H", "C", "C", "O", "C", "H", "H", "H", "H", "H", "H", "C", "C", "O", "C", "H", "H", "H", "H", "H", "H", "C", "C", "O", "C", "H", "H", "H", "H", "H", "H", "C", "C", "O", "C", "H", "H", "H", "H", "H", "H", "C", "C", "O", "C", "H", "H", "H", "H", "H", "H", "C", "C", "O", "C", "H", "H", "H", "H", "H", "H"],
  "xyz": [[9.57827, -2.95029, -2.50821], [8.24266, -2.57179, -2.36490], [7.80826, -1.32673, -2.18458], [8.53682, -0.33095, -1.98972], [6.46321, -1.42092, -2.30114], [5.75235, -0.11827, -2.35155], [10.26772, -2.11725, -2.64531], [9.65705, -3.42408, -3.48668], [9.92025, -3.66709, -1.76165], [5.89331, 0.52074, -3.22327], [5.78287, 0.48036, -1.44116], [4.68427, -0.33091, -2.39733], [0.83838, -3.41265, 3.12838], [2.24009, -3.14066, 3.24360], [3.10284, -4.18869, 3.58412], [2.78432, -5.33837, 3.79572], [4.34677, -3.80116, 3.63033], [4.65312, -2.42724, 3.50253], [0.68282, -4.16973, 2.35979], [0.38249, -2.45841, 2.86438], [0.48352, -3.84489, 4.06398], [4.41856, -1.73519, 4.31133], [4.17544, -2.05487, 2.59630], [5.71353, -2.44427, 3.25087], [0.73582, 0.50577, -1.55208], [-0.17382, -0.56091, -1.00272], [0.02246, -1.75469, -1.25718], [-1.25628, -0.10732, -0.02050], [0.15812, 1.07266, -2.28216], [1.60588, 0.04677, -2.02156], [1.15096, 1.25717, -0.88040], [-2.10197, -0.79462, -0.04356], [-1.68700, 0.87128, -0.23245], [-0.79673, -0.24724, 0.95793], [-3.91389, -0.75799, -3.42946], [-2.86836, 0.32817, -3.79957], [-3.06191, 1.51430, -3.51754], [-1.68177, -0.09430, -4.59808], [-4.67125, -0.85014, -4.20794], [-4.37362, -0.44862, -2.49082], [-3.51967, -1.76393, -3.28534], [-0.76054, -0.10042, -4.01549], [-1.59746, 0.50308, -5.50589], [-1.88970, -1.12071, -4.90030], [-5.84833, -2.83790, 0.34089], [-5.87828, -1.35136, 0.08518], [-4.90036, -0.64903, 0.06285], [-7.27322, -0.73798, 0.09065], [-6.58234, -3.42534, -0.21068], [-5.82359, -2.98249, 1.42097], [-4.89898, -3.30290, 0.07516], [-8.03581, -1.46452, 0.37119], [-7.59923, -0.47040, -0.91445], [-7.14109, 0.20425, 0.62248], [-4.71838, 1.71317, 2.17227], [-4.88402, 2.77941, 1.12838], [-5.13144, 3.90806, 1.52541], [-5.09394, 2.54352, -0.30105], [-3.64645, 1.52386, 2.11561], [-5.28390, 0.81810, 1.91319], [-4.89938, 2.02834, 3.19989], [-5.38460, 1.53079, -0.58033], [-4.19914, 2.90467, -0.80802], [-5.86164, 3.22086, -0.67515], [-2.00562, 3.67444, 4.75826], [-1.66868, 4.56720, 3.60091], [-0.94987, 4.06044, 2.77862], [-2.05481, 6.06150, 3.56435], [-2.98444, 3.20598, 4.65560], [-2.19942, 4.33159, 5.60601], [-1.21916, 2.95173, 4.97569], [-2.59773, 6.16465, 2.62484], [-1.04641, 6.45634, 3.44055], [-2.41643, 6.48914, 4.49947], [2.30836, 0.05314, 2.41903], [2.37196, 1.34035, 1.66234], [3.28597, 1.67515, 0.94198], [1.23572, 2.29601, 1.85712], [2.10454, -0.72424, 1.68265], [1.74313, 0.09559, 3.35005], [3.38243, 0.00508, 2.59833], [1.22598, 2.82173, 2.81191], [0.37743, 1.65603, 1.65249], [1.28048, 3.00377, 1.02936], [2.54584, 3.04013, -4.12942], [3.66892, 3.28619, -3.21385], [4.80721, 2.95251, -3.46342], [3.22993, 3.84021, -1.86099], [1.72152, 2.42146, -3.77467], [3.03480, 2.58225, -4.98928], [2.18532, 3.93589, -4.63513], [2.82097, 4.84826, -1.92952], [4.15134, 3.83649, -1.27868], [2.56504, 3.08681, -1.43860], [-0.55641, 5.87721, -0.24738], [-0.67711, 4.97462, -1.43101], [0.09252, 4.02015, -1.50494], [-1.60668, 5.19341, -2.61655], [-0.30935, 6.88282, -0.58768], [0.25292, 5.37547, 0.28303], [-1.50544, 5.75744, 0.27521], [-2.28084, 4.33772, -2.65402], [-1.01251, 5.29097, -3.52514], [-2.13260, 6.13475, -2.45718], [-3.15414, -1.75767, 3.21038], [-2.43135, -0.93092, 4.25450], [-1.24308, -0.72854, 4.10337], [-3.15568, -0.29507, 5.41738], [-4.18472, -1.94228, 3.51356], [-2.74572, -2.72300, 2.91133], [-3.05870, -1.26157, 2.24453], [-4.12676, -0.01752, 5.00743], [-2.72182, 0.54906, 5.95338], [-3.33568, -1.04898, 6.18375], [-1.36671, -4.06443, -2.81205], [-2.00454, -4.47125, -1.48348], [-3.16469, -4.30364, -1.25104], [-1.13115, -5.15782, -0.42782], [-1.24263, -4.96088, -3.41957], [-0.42222, -3.62345, -2.49336], [-1.97563, -3.41881, -3.44491], [-1.55714, -4.79404, 0.50722], [-0.11504, -4.82641, -0.64181], [-1.15712, -6.24142, -0.54296], [5.07590, -4.53204, -1.35831], [3.83229, -3.65853, -1.08874], [3.70320, -3.05796, -0.01180], [3.03578, -3.42323, -2.43623], [5.78820, -4.16225, -2.09586], [4.80442, -5.54684, -1.64914], [5.57303, -4.58149, -0.38954], [2.94455, -4.34139, -3.01654], [3.64480, -2.77488, -3.06618], [2.07948, -2.94137, -2.23279]],
  "lowdin_charge": [-0.058, -0.017, -0.543, 0.090, -0.012, -0.010, 0.095, 0.091, 0.097, 0.085, 0.099, 0.072, -0.033, -0.078, -0.568, 0.122, 0.028, -0.051, 0.087, 0.071, 0.098, 0.102, 0.063, 0.102, -0.009, -0.432, 0.031, 0.003, 0.072, 0.087, 0.063, 0.064, 0.088, 0.076, 0.002, -0.451, 0.033, -0.012, 0.089, 0.057, 0.056, 0.073, 0.093, 0.071, -0.012, -0.484, 0.027, -0.006, 0.090, 0.089, 0.054, 0.081, 0.089, 0.076, -0.010, -0.492, 0.037, -0.013, 0.087, 0.058, 0.079, 0.057, 0.088, 0.096, -0.016, -0.481, 0.044, 0.005, 0.074, 0.074, 0.089, 0.080, 0.085, 0.077, -0.005, -0.526, 0.058, -0.027, 0.094, 0.097, 0.079, 0.088, 0.068, 0.070, -0.029, -0.502, 0.066, -0.014, 0.075, 0.081, 0.091, 0.085, 0.083, 0.053, -0.007, -0.474, 0.016, -0.004, 0.093, 0.080, 0.082, 0.075, 0.085, 0.074, -0.013, -0.473, 0.041, -0.015, 0.076, 0.084, 0.065, 0.070, 0.079, 0.088, -0.011, -0.487, 0.053, -0.003, 0.088, 0.044, 0.060, 0.079, 0.069, 0.088, -0.031, -0.405, 0.042, -0.008, 0.072, 0.076, 0.078, 0.073, 0.073, 0.044],
  "total_charge": 0,
  "de_lowest_ev": 0.935,
  "gap_ev": 9.469,
  "e_tot_ev": -76511.69287,
  "homo_ev": -9.10
}

---

2.
{
  "formula": "ClH3N2OS",
  "method": "ωB97M-V/def2-TZVPD",
  "symbols": ["N", "N", "O", "S", "Cl", "H", "H", "H"],
  "xyz": [[-1.46144, 1.28151, 1.00687], [-0.11668, -1.18670, -0.42587], [0.85519, 1.02707, -0.85417], [0.65826, 0.17471, 0.25769], [2.53477, -0.71884, 0.52649], [-1.21072, 2.21635, 0.68933], [-0.43068, -1.10491, -1.34493], [-0.82869, -1.68919, 0.14459]],
  "nbo_charge": [-0.282, -1.059, -0.926, 1.514, -0.291, 0.245, 0.398, 0.402],
  "total_charge": 0,
  "de_lowest_ev": 3.597,
  "gap_ev": [7.990, 8.198],
  "e_tot_ev": -28428.95340,
  "homo_ev": [-10.06, -9.92]
}